DFT (the ωB97M-V functional and the def2-TZVPD basis) results for 7 unconnected molecules or ions with the total composition C47H81BF7N5O9S at a distorted geometry.

Structure (XYZ):
```
151
Properties=species:S:1:pos:R:3:lowdin_charge:R:1
C 6.29 -7.42 -1.97 0.0446
C 5.28 -6.48 -2.37 -0.0862
C 4.04 -5.57 -3.00 -0.1777
C 2.63 -5.75 -2.17 -0.0537
C 2.05 -7.32 -2.07 -0.0968
N 2.76 -8.50 -2.72 0.0253
C 0.66 -7.66 -1.24 -0.0243
C 0.10 -9.22 -1.09 -0.1436
C -0.98 -9.60 -2.30 -0.1275
F -2.33 -9.95 -1.74 -0.1666
C -0.22 -6.44 -0.51 -0.0703
C 0.35 -4.91 -0.64 -0.2993
C 1.77 -4.55 -1.44 0.0145
B 2.32 -2.97 -1.50 -0.4483
O 2.02 -2.04 -2.65 0.0274
N 3.17 -2.40 -0.38 -0.1414
C 4.66 -2.49 -0.65 -0.0947
C 2.93 -3.08 0.95 -0.1433
S -0.67 -3.53 0.17 0.8884
C -2.44 -4.24 0.12 -0.2673
C -3.74 -3.21 0.04 -0.0123
C -3.41 -1.61 -0.04 -0.2524
O -3.07 -1.13 -1.26 -0.0078
N -3.49 -0.61 1.10 0.1242
C -3.10 0.74 0.47 -0.1855
O -4.00 1.66 0.06 0.0227
F -1.63 1.03 0.24 -0.0115
C -5.28 -3.80 0.05 0.0073
C -6.63 -2.88 0.02 -0.1919
F -7.02 -2.63 1.46 -0.0301
F -6.51 -1.60 -0.73 0.0058
C -7.95 -3.66 -0.65 -0.0528
F -8.66 -4.30 0.50 -0.0357
F -8.77 -2.56 -1.28 -0.0541
C -5.43 -5.46 0.09 0.0434
C -4.14 -6.50 0.14 -0.0794
N -4.38 -8.02 0.17 0.0353
C -2.59 -5.88 0.15 -0.0628
N -1.46 -6.88 0.23 -0.1272
F -1.22 -7.13 1.55 -0.0323
H 6.87 -8.39 -1.61 0.0587
H 4.38 -4.46 -3.14 0.0954
H 3.83 -5.98 -4.10 0.1235
H 2.03 -9.16 -3.11 0.0806
H 3.29 -8.19 -3.59 0.0828
H 1.03 -9.95 -1.06 0.1171
H -0.50 -9.35 -0.08 0.1164
H -1.14 -8.67 -3.00 0.1288
H -0.64 -10.55 -2.92 0.1254
H 2.31 -2.51 -3.52 0.1182
H 4.94 -2.90 -1.72 0.0804
H 5.10 -1.40 -0.49 0.1104
H 5.20 -3.21 0.13 0.1108
H 3.71 -2.60 1.72 0.1085
H 1.86 -2.83 1.42 0.0855
H 3.16 -4.24 0.96 0.1088
H -4.49 -0.50 1.45 0.1455
H -7.60 -4.45 -1.48 0.1874
H -6.50 -5.98 0.06 0.1057
H -3.52 -8.53 0.47 0.0685
H -5.09 -8.25 0.92 0.1021
C -11.35 -1.81 -2.29 -0.0903
C -11.31 -1.88 -3.81 -0.2727
O -12.42 -2.58 -4.38 -0.1661
C -13.71 -2.04 -4.13 -0.2808
C -13.89 -0.63 -4.68 -0.0857
H -11.48 -2.81 -1.87 0.0838
H -10.43 -1.37 -1.90 0.0602
H -12.19 -1.20 -1.94 0.0689
H -10.41 -2.42 -4.11 0.1178
H -11.23 -0.88 -4.25 0.1068
H -13.94 -2.07 -3.06 0.1052
H -14.43 -2.70 -4.62 0.1170
H -13.26 0.09 -4.16 0.0659
H -14.93 -0.31 -4.57 0.0762
H -13.62 -0.60 -5.74 0.0823
C 8.33 0.72 -3.74 -0.0818
C 7.06 0.52 -2.93 -0.2758
O 7.31 0.25 -1.55 -0.1777
C 7.99 1.26 -0.82 -0.2719
C 7.23 2.58 -0.76 -0.0721
H 9.02 -0.12 -3.60 0.0811
H 8.09 0.80 -4.81 0.0744
H 8.86 1.63 -3.44 0.0676
H 6.53 -0.35 -3.33 0.1138
H 6.39 1.37 -3.03 0.1046
H 9.00 1.41 -1.21 0.1058
H 8.10 0.88 0.20 0.1178
H 7.16 3.04 -1.75 0.0553
H 7.73 3.28 -0.09 0.0739
H 6.20 2.42 -0.41 0.0863
C 7.69 5.31 4.64 -0.0802
C 7.73 5.24 3.13 -0.2784
O 6.62 4.54 2.56 -0.1741
C 5.33 5.08 2.81 -0.2676
C 5.15 6.49 2.25 -0.0778
H 7.56 4.30 5.07 0.0842
H 8.61 5.75 5.03 0.0774
H 6.85 5.92 5.00 0.0560
H 8.63 4.70 2.83 0.1169
H 7.81 6.24 2.69 0.1059
H 5.10 5.05 3.88 0.1077
H 4.61 4.42 2.32 0.1185
H 5.78 7.21 2.78 0.0578
H 4.11 6.81 2.37 0.0751
H 5.42 6.52 1.19 0.0780
C 4.99 9.08 6.92 -0.0803
C 5.03 9.01 5.40 -0.2791
O 3.92 8.31 4.84 -0.1810
C 2.63 8.85 5.08 -0.2738
C 2.45 10.25 4.53 -0.0819
H 4.86 8.07 7.35 0.0838
H 5.91 9.52 7.31 0.0786
H 4.15 9.69 7.27 0.0667
H 5.93 8.47 5.10 0.1067
H 5.11 10.01 4.97 0.1081
H 2.40 8.82 6.15 0.1064
H 1.91 8.19 4.59 0.1188
H 3.08 10.98 5.05 0.0663
H 1.41 10.58 4.64 0.0780
H 2.72 10.29 3.47 0.0828
C -9.60 0.08 6.20 -0.0852
C -8.10 0.33 6.19 -0.2798
O -7.38 -0.65 5.45 -0.1637
C -7.68 -0.76 4.06 -0.2804
C -7.40 0.51 3.28 -0.0798
H -9.83 -0.94 6.53 0.0828
H -10.10 0.79 6.88 0.0767
H -10.04 0.21 5.21 0.0656
H -7.73 0.28 7.22 0.1182
H -7.87 1.33 5.82 0.1051
H -8.72 -1.09 3.92 0.1097
H -7.05 -1.56 3.66 0.1000
H -8.08 1.32 3.58 0.0678
H -7.54 0.34 2.21 0.0729
H -6.38 0.86 3.46 0.0799
C 4.20 5.31 -3.41 -0.0788
C 5.70 5.55 -3.43 -0.2778
O 6.42 4.57 -4.16 -0.1788
C 6.12 4.47 -5.55 -0.2789
C 6.40 5.74 -6.33 -0.0828
H 3.97 4.29 -3.08 0.0835
H 3.70 6.02 -2.74 0.0783
H 3.76 5.44 -4.41 0.0663
H 6.07 5.50 -2.40 0.1128
H 5.93 6.56 -3.79 0.1059
H 5.08 4.14 -5.69 0.1071
H 6.75 3.67 -5.95 0.1148
H 5.72 6.55 -6.03 0.0664
H 6.26 5.57 -7.40 0.0773
H 7.42 6.08 -6.16 0.0830
```

Computed properties:
SMILES: C#CCc1c(N)c(CCF)c2c(c1B(O)N(C)C)Sc1c(C(=O)NC(=O)F)c(C(F)(F)C(F)F)cc(N)c1N2F.CCOCC.CCOCC.CCOCC.CCOCC.CCOCC.CCOCC
Energy (eV): -106433.2558
Kohn-Sham gap (eV): 6.79
Multiplicity: 1

DFT (the ωB97M-V functional and the def2-TZVPD basis) results for a molecular structure, C47H84BBrIN10PReSi at a distorted geometry.

Structure (XYZ):
```
147
Properties=species:S:1:pos:R:3:lowdin_spin:R:1
Re -0.87 -2.11 0.08 0.0001
C -4.77 -3.86 -3.22 0.0000
C -4.05 -3.76 -1.93 0.0000
C -4.47 -4.25 -0.69 0.0000
C -3.48 -3.96 0.22 0.0000
N -2.50 -3.26 -0.44 0.0000
N -2.86 -3.18 -1.77 0.0000
B -1.88 -2.64 -2.86 0.0000
N -1.70 -1.14 -2.56 0.0001
N -1.81 -0.75 -1.25 0.0000
C -2.25 0.53 -1.26 0.0000
C -2.28 0.98 -2.58 0.0001
C -1.95 -0.11 -3.38 0.0000
C -1.89 -0.20 -4.86 0.0000
C -3.02 1.23 -0.16 0.0000
C -4.49 0.81 -0.39 0.0000
C -2.61 0.78 1.23 0.0000
C -2.90 2.75 -0.27 0.0000
N -0.54 -3.33 -2.64 0.0000
N -0.04 -3.30 -1.39 0.0000
C 1.04 -4.11 -1.35 0.0000
C 1.28 -4.58 -2.63 0.0000
C 0.24 -4.09 -3.43 -0.0001
C -0.01 -4.34 -4.87 0.0000
C 1.65 -4.53 -0.06 0.0000
C 3.18 -4.41 -0.10 0.0000
C 1.24 -6.00 0.19 0.0000
C 1.05 -3.66 1.05 0.0000
C -3.51 -4.40 1.67 0.0000
C -4.47 -3.49 2.44 0.0000
C -4.03 -5.85 1.71 0.0000
C -2.14 -4.39 2.35 0.0000
H -5.81 -4.13 -3.05 0.0000
H -4.33 -4.62 -3.86 0.0000
H -4.74 -2.91 -3.77 0.0000
H -5.39 -4.78 -0.52 0.0000
H -2.31 -2.83 -3.95 0.0000
H -2.58 1.96 -2.92 0.0000
H -1.95 0.80 -5.29 0.0000
H -2.73 -0.77 -5.25 0.0000
H -0.98 -0.68 -5.19 0.0000
H -4.61 -0.27 -0.27 0.0000
H -4.82 1.08 -1.39 0.0000
H -5.14 1.31 0.33 0.0000
H -2.78 -0.29 1.35 0.0000
H -3.22 1.31 1.97 0.0000
H -1.56 1.02 1.38 0.0000
H -3.43 3.12 -1.16 0.0000
H -1.86 3.06 -0.33 0.0000
H -3.37 3.22 0.59 0.0000
H 2.07 -5.25 -2.93 0.0000
H 0.88 -4.73 -5.34 0.0000
H -0.33 -3.43 -5.38 0.0000
H -0.80 -5.08 -5.00 0.0000
H 3.60 -5.12 -0.81 0.0000
H 3.60 -4.64 0.88 0.0000
H 3.49 -3.41 -0.39 0.0000
H 1.70 -6.66 -0.54 0.0000
H 0.16 -6.12 0.13 0.0000
H 1.58 -6.31 1.18 0.0000
H 1.27 -2.60 0.87 0.0000
H 1.46 -3.94 2.02 0.0000
H -0.05 -3.84 1.11 0.0000
H -5.46 -3.48 1.98 0.0000
H -4.11 -2.46 2.47 0.0000
H -4.59 -3.86 3.47 0.0000
H -5.05 -5.92 1.34 0.0000
H -4.04 -6.21 2.74 0.0000
H -3.40 -6.52 1.12 0.0000
H -1.72 -3.38 2.36 0.0000
H -1.45 -5.07 1.83 0.0000
H -2.24 -4.74 3.38 0.0000
I 3.96 -0.88 1.58 0.0000
C 3.30 -0.74 -0.43 0.0000
C 4.30 -0.58 -1.38 0.0000
C 3.92 -0.52 -2.71 0.0000
C 2.57 -0.58 -3.03 0.0001
C 1.66 -0.71 -2.00 -0.0001
N 2.01 -0.83 -0.70 -0.0002
H 5.34 -0.51 -1.09 0.0000
H 4.68 -0.41 -3.49 0.0000
H 2.24 -0.54 -4.05 0.0000
H 0.60 -0.72 -2.20 0.0000
C -0.50 -1.25 5.87 0.0000
N 0.84 -1.43 5.14 0.0000
C 1.49 -0.04 5.04 0.0000
N 0.62 0.86 4.36 0.0000
C -0.66 0.97 5.06 0.0000
N -1.31 -0.33 5.15 0.0000
C -1.81 -0.83 3.88 0.0000
P -0.41 -1.03 2.63 0.0001
C 0.66 -2.06 3.79 0.0000
C 0.47 0.59 2.94 0.0003
H -0.28 -0.87 6.86 0.0000
H -0.97 -2.23 5.95 0.0000
H 1.45 -2.04 5.69 0.0000
H 2.44 -0.15 4.51 0.0000
H 1.67 0.30 6.06 0.0000
H -1.31 1.66 4.51 0.0000
H -0.50 1.36 6.06 0.0000
H -2.56 -0.14 3.50 0.0000
H -2.29 -1.80 4.03 0.0000
H 1.64 -2.19 3.34 0.0000
H 0.20 -3.04 3.93 0.0000
H -0.08 1.41 2.47 0.0003
H 1.45 0.54 2.47 0.0001
C 4.44 3.43 -1.74 0.0012
C 3.94 4.08 -0.44 0.0073
C 4.80 5.32 -0.15 0.0023
C 4.14 3.04 0.67 0.0050
Si 2.09 4.60 -0.57 0.1601
Br 0.96 2.64 -0.34 0.0248
C 1.51 5.36 -2.38 0.2900
C 2.53 6.45 -2.67 0.0496
C 0.10 5.90 -2.30 0.0342
C 1.59 4.19 -3.34 0.0627
C 1.33 5.74 0.88 0.1569
C 1.97 5.19 2.16 0.0455
C -0.19 5.62 0.99 0.0150
C 1.76 7.18 0.64 0.0153
H 5.47 3.10 -1.59 -0.0003
H 4.47 4.13 -2.58 -0.0001
H 3.85 2.56 -2.02 0.0000
H 5.86 5.03 -0.15 0.0007
H 4.59 5.75 0.83 -0.0001
H 4.69 6.10 -0.90 0.0002
H 5.21 2.81 0.73 0.0006
H 3.60 2.12 0.46 0.0001
H 3.84 3.40 1.66 -0.0001
H 2.57 7.22 -1.90 0.0050
H 2.22 6.95 -3.59 0.0253
H 3.53 6.05 -2.84 0.0006
H 0.00 6.76 -1.64 0.0025
H -0.63 5.13 -2.03 0.0024
H -0.17 6.25 -3.30 0.0208
H 2.56 3.70 -3.37 0.0024
H 1.42 4.60 -4.34 0.0254
H 0.82 3.45 -3.16 0.0023
H 1.76 4.13 2.31 0.0014
H 1.54 5.74 3.00 0.0150
H 3.05 5.35 2.19 0.0007
H -0.49 4.61 1.28 0.0004
H -0.72 5.90 0.09 0.0025
H -0.52 6.30 1.77 0.0085
H 2.84 7.28 0.50 0.0011
H 1.50 7.77 1.53 0.0107
H 1.24 7.64 -0.20 0.0014
```

Computed properties:
Expectation value of S²: 0.76
Energy (eV): -163085.9484
Kohn-Sham gap (alpha / beta) (eV): 6.26 / 4.70
Multiplicity: 2
Total charge: +4

DFT (the ωB97M-V functional and the def2-TZVPD basis) results for a molecular structure, C47H85BiN5O3P2SSi.

Structure (XYZ):
```
145
Properties=species:S:1:pos:R:3:lowdin_charge:R:1
Bi 0.26 0.28 0.73 1.4905
C 2.28 1.18 -2.34 -0.1052
C 1.51 -0.04 -2.81 -0.5318
C 2.23 -0.72 -3.98 -0.0945
P 1.14 -1.20 -1.42 1.0261
C 0.03 -2.46 -2.22 -0.4894
C -1.14 -2.87 -1.32 -0.1252
C 0.69 -3.72 -2.78 -0.1045
C 2.75 -1.78 -0.84 -0.3019
C 3.50 -2.78 -1.48 -0.0702
C 4.76 -3.15 -1.07 -0.2808
C 5.55 -4.21 -1.81 -0.0437
C 5.29 -2.48 0.03 -0.0298
C 4.60 -1.48 0.68 -0.0264
C 3.31 -1.09 0.27 -0.3499
N 2.58 -0.13 0.94 -0.1976
C 3.18 0.88 1.70 -0.3665
C 4.30 1.60 1.23 -0.0329
C 4.82 2.66 1.94 -0.0416
C 4.25 3.09 3.14 -0.2862
C 4.82 4.25 3.92 -0.0442
C 3.15 2.39 3.61 -0.0669
C 2.62 1.28 2.94 -0.3397
P 1.33 0.20 3.66 1.0139
C 0.19 1.34 4.58 -0.5726
C -0.86 0.47 5.27 -0.1190
C -0.47 2.36 3.66 -0.1235
C 2.27 -0.67 5.03 -0.5335
C 3.59 -1.21 4.45 -0.1148
C 2.54 0.14 6.29 -0.1020
H 2.52 1.82 -3.19 0.0872
H 1.72 1.77 -1.63 0.0346
H 3.23 0.89 -1.87 0.0781
H 0.51 0.26 -3.13 0.0665
H 3.19 -1.13 -3.67 0.0778
H 1.63 -1.53 -4.43 0.0692
H 2.42 0.02 -4.76 0.0860
H -0.38 -1.87 -3.05 0.1039
H -0.78 -3.42 -0.45 0.0652
H -1.71 -2.00 -0.98 0.0102
H -1.81 -3.52 -1.88 0.0834
H 1.17 -4.30 -1.99 0.0735
H -0.10 -4.35 -3.22 0.0882
H 1.41 -3.52 -3.57 0.0618
H 3.09 -3.28 -2.35 0.0877
H 4.90 -5.00 -2.17 0.0786
H 6.07 -3.79 -2.68 0.0841
H 6.30 -4.66 -1.16 0.0777
H 6.28 -2.75 0.39 0.1200
H 5.04 -0.98 1.53 0.1096
H 4.74 1.31 0.28 0.1164
H 5.68 3.19 1.55 0.1174
H 5.48 4.86 3.29 0.0761
H 4.03 4.90 4.30 0.0796
H 5.40 3.91 4.77 0.0852
H 2.69 2.71 4.54 0.1099
H 0.77 1.87 5.33 0.0896
H -1.44 -0.09 4.53 0.0674
H -0.41 -0.25 5.96 0.0617
H -1.55 1.09 5.84 0.0861
H -1.17 1.89 2.96 0.0560
H -1.06 3.07 4.25 0.0870
H 0.25 2.93 3.08 0.0505
H 1.63 -1.52 5.28 0.0725
H 4.32 -0.41 4.36 0.0835
H 4.00 -1.98 5.12 0.0868
H 3.47 -1.65 3.46 0.0442
H 3.13 1.03 6.08 0.0723
H 1.62 0.45 6.80 0.0659
H 3.11 -0.47 6.99 0.0872
N 1.33 5.02 0.14 0.0755
C 0.21 4.97 -0.68 -0.0681
C -0.19 3.68 -0.65 -0.1609
N 0.65 2.94 0.16 -0.0589
C 1.56 3.78 0.62 -0.1767
H 1.88 5.84 0.34 0.1562
H -0.18 5.84 -1.17 0.1183
H -1.05 3.22 -1.13 0.0569
H 2.38 3.55 1.28 0.1053
C 0.09 -4.09 5.07 -0.0554
C -0.17 -4.54 3.64 -0.1930
N -0.03 -3.45 2.67 -0.0536
C 1.34 -3.14 2.24 -0.2018
C 2.02 -4.29 1.50 -0.0423
C -1.08 -2.68 2.32 -0.4163
C -2.45 -3.13 2.76 0.0134
N -0.98 -1.59 1.61 -0.0820
H -0.07 -4.92 5.76 0.0849
H -0.57 -3.27 5.35 0.0719
H 1.13 -3.75 5.20 0.0638
H -1.15 -4.99 3.55 0.1067
H 0.54 -5.32 3.36 0.1104
H 1.93 -2.87 3.12 0.0902
H 1.31 -2.27 1.61 0.0473
H 2.25 -5.14 2.15 0.0734
H 2.96 -3.93 1.08 0.0631
H 1.38 -4.65 0.68 0.0801
H -2.70 -4.09 2.31 0.0978
H -3.19 -2.40 2.44 0.0892
H -2.52 -3.23 3.84 0.0874
H -1.90 -1.24 1.36 -0.0395
C -0.91 0.64 -5.58 -0.0157
C -1.65 1.57 -4.63 -0.6150
C -0.77 2.75 -4.23 -0.0126
C -2.92 2.06 -5.32 -0.0244
O -1.94 0.80 -3.43 -0.1594
Si -3.05 0.97 -2.22 -0.1181
S -2.23 0.60 -0.31 0.2618
O -3.59 2.50 -2.34 -0.1687
C -4.51 3.32 -1.58 -0.6314
C -3.67 4.37 -0.87 -0.0318
C -5.28 2.49 -0.56 -0.0371
C -5.45 3.96 -2.58 -0.0206
O -4.23 -0.15 -2.28 -0.1636
C -5.16 -0.77 -3.18 -0.6342
C -5.96 -1.74 -2.32 -0.0260
C -4.37 -1.54 -4.23 -0.0155
C -6.09 0.25 -3.81 -0.0177
H -0.79 1.13 -6.55 0.0964
H -1.49 -0.28 -5.73 0.0890
H 0.08 0.38 -5.22 0.0572
H -0.50 3.32 -5.12 0.0973
H 0.14 2.40 -3.75 0.0687
H -1.31 3.40 -3.55 0.0778
H -2.65 2.64 -6.20 0.0956
H -3.51 2.69 -4.66 0.0710
H -3.52 1.21 -5.66 0.0788
H -3.00 3.89 -0.14 0.0713
H -4.31 5.07 -0.34 0.0929
H -3.06 4.92 -1.59 0.0866
H -4.60 1.99 0.13 0.0439
H -5.89 1.73 -1.05 0.0744
H -5.94 3.14 0.02 0.0955
H -4.88 4.50 -3.34 0.0892
H -6.11 4.67 -2.08 0.0928
H -6.06 3.21 -3.07 0.0772
H -5.30 -2.48 -1.86 0.0858
H -6.71 -2.26 -2.92 0.0921
H -6.47 -1.19 -1.52 0.0890
H -3.74 -2.29 -3.75 0.0850
H -3.73 -0.86 -4.80 0.0621
H -5.04 -2.04 -4.93 0.0943
H -6.69 0.75 -3.04 0.0805
H -6.78 -0.24 -4.50 0.0947
H -5.54 1.01 -4.36 0.0729
```

Computed properties:
Energy relative to the best compared isomer or geometry (same formula, charge and spin) (kcal/mol): 5.6
Energy (eV): -106845.0937
Kohn-Sham gap (eV): 7.07
Multiplicity: 1
Total charge: +1